1.
ORCA calculation (ωB97M-V/def2-TZVPD) on a cluster of 2 separate species, C2H4N2O2 in total.

Output
* gap between HOMO and LUMO: 6.5 eV
* energy relative to the best compared isomer or geometry (same formula, charge and spin): 48.7 kcal per mole
* HOMO energy: 0.88 eV
* total charge: -2

Positions of all 10 atoms, in Å:
C: 0.65 1.66 0.07
C: 0.19 -1.92 -1.05
N: -0.15 2.06 0.93
N: -1.25 2.23 1.47
O: -1.39 2.81 2.65
O: -0.13 -3.18 -1.29
H: 1.15 0.68 -0.15
H: 0.18 -1.50 0.09
H: -0.54 -1.20 -1.50
H: 1.28 -1.64 -1.22

2.
ORCA calculation (ωB97M-V/def2-TZVPD) on an isolated molecule of C2H4N2O2.

Output
* gap between HOMO and LUMO: 9.8 eV
* energy relative to the best compared isomer or geometry (same formula, charge and spin): 128.9 kcal per mole
* HOMO energy: -9.07 eV

Positions of all 10 atoms, in Å:
C: -0.72 0.92 0.93
C: 0.99 -0.42 -0.73
O: -0.63 -0.05 -1.13
O: -2.00 0.62 0.99
N: -0.01 0.69 -0.12
N: 1.24 -1.44 -0.05
H: -2.19 0.10 0.18
H: 2.09 -1.90 -0.35
H: -0.29 1.41 1.80
H: 1.52 0.08 -1.52